Density functional theory data (ωB97M-V with the def2-TZVPD basis set) for 14 unconnected molecules or ions with the total composition C91H201N9O19 in a non-equilibrium geometry.

Summary:
**Total charge**: 0
**Lowest unoccupied orbital energy**: 0.25 eV
**Energy above the lowest of the compared OMol25 structures with the same formula, charge and spin**: 0.0 kcal per mole
**Calculated total energy**: -149927.45797 eV

CARTESIAN COORDINATES (ANGSTROEM)
C -3.3733 -2.8533 -7.6931
C -3.9141 -1.6693 -6.8695
C -4.3077 -2.1638 -5.4800
C -3.1579 -2.4775 -4.5604
C -2.2763 -1.2177 -4.4479
C -1.7838 -0.5813 -5.7226
N -2.9532 -0.5843 -6.6497
O -2.4870 0.0126 -7.9425
C -1.4231 0.8828 -5.4912
C -0.5203 -1.3365 -6.2383
C -5.1561 -1.1035 -7.5377
H -4.2255 -3.5128 -7.8793
H -2.5096 -3.3368 -7.2288
H -3.1398 -2.4251 -8.6736
H -4.9266 -1.4013 -4.9806
H -4.9181 -3.0525 -5.6746
H -2.5048 -3.2912 -4.8987
H -3.4089 -2.7025 -3.5254
H -1.4577 -1.3664 -3.7262
H -2.9030 -0.4263 -3.9984
H -0.7490 1.1779 -6.2870
H -2.3207 1.4951 -5.3926
H -0.8320 0.8426 -4.5691
H -0.0776 -0.7514 -7.0466
H 0.2359 -1.4672 -5.4562
H -0.6761 -2.3063 -6.7043
H -5.8369 -1.9385 -7.6970
H -4.8764 -0.7327 -8.5264
H -5.5545 -0.3087 -6.9049
H -2.9001 0.8854 -7.9998
C -3.1989 2.6454 4.2369
C -3.6705 1.6326 5.3155
C -3.3988 0.2478 4.7875
C -3.4586 -0.8237 5.8621
C -2.4520 -0.5179 6.9793
C -2.6506 0.8451 7.6240
N -2.7513 1.8270 6.5078
O -2.8546 3.1502 7.0130
C -3.8127 0.7699 8.6147
C -1.3327 1.1687 8.3559
C -5.1654 1.9259 5.6125
H -2.1152 2.6562 4.1353
H -3.4349 3.6803 4.5038
H -3.6455 2.2325 3.3390
H -4.2545 0.1088 4.1336
H -2.4138 0.1925 4.3057
H -3.1813 -1.7639 5.3744
H -4.4240 -0.9938 6.3435
H -1.4546 -0.6092 6.5315
H -2.4884 -1.1748 7.8556
H -3.5632 0.0290 9.3784
H -3.9682 1.7721 9.0108
H -4.7429 0.4741 8.1266
H -1.3774 2.1584 8.8169
H -1.0111 0.4200 9.0836
H -0.5460 1.1926 7.5992
H -5.7205 0.9957 5.7478
H -5.5582 2.5934 4.8526
H -5.3058 2.3981 6.5832
H -3.7504 3.3298 7.3596
C 0.1280 7.5424 4.2011
C -1.2700 7.4234 3.4790
C -2.2828 8.1816 4.3479
C -2.2084 9.6808 4.1938
C -2.3610 10.1132 2.7341
C -1.3263 9.5184 1.8396
N -1.2951 8.0431 2.0724
O -0.2749 7.4293 1.2831
C -1.7150 9.6812 0.3150
C 0.0257 10.1954 2.0568
C -1.6454 5.9844 3.3548
H -0.0618 6.9801 5.1118
H 0.3011 8.5689 4.5277
H 0.9465 7.1148 3.6114
H -3.2694 7.8522 4.0053
H -2.1076 7.7651 5.3409
H -1.2489 10.0521 4.5658
H -2.9313 10.1857 4.8391
H -2.3487 11.1870 2.5767
H -3.3085 9.8148 2.2846
H -0.9608 9.2405 -0.3338
H -2.7651 9.4601 0.1265
H -1.6003 10.7676 0.2676
H 0.9167 9.8691 1.5181
H -0.1580 11.2214 1.7425
H 0.2484 10.1995 3.1202
H -1.4665 5.4870 4.3108
H -1.0376 5.5104 2.5783
H -2.6692 5.9103 2.9952
H 0.6743 7.6135 1.3981
C -5.2481 3.2216 0.4901
C -5.9965 2.0182 -0.0585
C -7.5137 2.2334 0.0107
C -8.2997 1.2601 -0.8207
C -7.8565 1.1336 -2.2540
C -6.2985 0.9251 -2.4374
N -5.6695 1.8610 -1.4984
O -4.1979 1.7253 -1.6090
C -5.9307 -0.5401 -2.3028
C -5.9295 1.3798 -3.8564
C -5.6286 0.7810 0.8686
H -5.3777 4.1047 -0.1331
H -4.1752 3.0394 0.4923
H -5.6967 3.4865 1.4465
H -7.7689 2.2699 1.0725
H -7.7187 3.2464 -0.3550
H -9.3378 1.5846 -0.8326
H -8.2886 0.2610 -0.3687
H -8.0265 2.0322 -2.8524
H -8.4117 0.4215 -2.8506
H -4.8607 -0.7366 -2.4510
H -6.3015 -0.8688 -1.3401
H -6.5297 -1.1187 -3.0025
H -6.1435 2.4406 -3.9680
H -4.9205 1.0441 -4.0721
H -6.6790 0.7763 -4.3578
H -4.6173 0.3923 0.7061
H -6.3133 -0.0526 0.7024
H -5.7660 1.0327 1.9236
H -3.7966 2.5470 -1.9637
C -0.4980 -5.0033 -2.3284
C -0.3320 -6.2288 -3.2406
C -1.1148 -6.0190 -4.5516
C -0.3696 -5.1187 -5.5725
C 0.9939 -5.5644 -5.7792
C 1.8826 -5.7754 -4.4976
N 1.0719 -6.5746 -3.5906
O 1.8303 -6.8827 -2.4044
C 3.0951 -6.6416 -4.9851
C 2.4117 -4.4679 -3.9497
C -0.9526 -7.4361 -2.5866
H 0.1495 -4.8962 -1.4639
H -1.5230 -4.8648 -1.9716
H -0.2557 -4.0987 -2.9001
H -1.3312 -6.9824 -5.0273
H -2.1088 -5.7298 -4.2158
H -0.3704 -4.0884 -5.1995
H -0.8906 -5.0343 -6.5291
H 1.5463 -4.9427 -6.4855
H 1.0291 -6.5791 -6.1795
H 3.4274 -6.1977 -5.9211
H 3.9022 -6.7357 -4.2659
H 2.7227 -7.6615 -5.0814
H 2.9025 -4.6719 -3.0017
H 3.1138 -3.9866 -4.6367
H 1.6734 -3.7274 -3.6420
H -0.9233 -8.3012 -3.2651
H -2.0032 -7.2707 -2.3469
H -0.3590 -7.6732 -1.6949
H 1.8571 -7.8440 -2.4760
C -0.9325 -4.4807 4.2768
C -1.2053 -5.9989 4.3592
C -2.4510 -6.3274 3.4811
C -2.1616 -6.2793 2.0333
C -1.0852 -7.2338 1.6451
C 0.2406 -6.9511 2.3883
N -0.1079 -6.8309 3.8315
O 1.0975 -6.6123 4.6281
C 1.2261 -8.0920 2.1860
C 0.8924 -5.6677 1.7767
C -1.4429 -6.3801 5.7910
H -0.9345 -4.1131 3.2504
H 0.0272 -4.1540 4.6786
H -1.7504 -3.9071 4.7033
H -2.7081 -7.3518 3.7753
H -3.2428 -5.6619 3.8242
H -1.9960 -5.2905 1.6078
H -3.0528 -6.6168 1.4962
H -0.8310 -7.2024 0.5815
H -1.3477 -8.2578 1.9326
H 2.1040 -8.0666 2.8294
H 0.6740 -8.9590 2.5448
H 1.4916 -8.2332 1.1331
H 1.1759 -6.0152 0.7789
H 0.1816 -4.8592 1.6276
H 1.7826 -5.1974 2.2167
H -1.7643 -7.4205 5.7350
H -2.2640 -5.7283 6.0994
H -0.6294 -6.2065 6.4912
H 1.4564 -5.7246 4.4020
C 5.4937 -7.1389 0.8729
C 5.5065 -6.3463 -0.4495
C 4.4858 -5.2389 -0.4810
C 4.8498 -4.0625 0.4258
C 6.2407 -3.5351 0.0478
C 7.3394 -4.5994 -0.0881
N 6.8120 -5.7704 -0.8292
O 7.8134 -6.7955 -0.9706
C 8.4408 -3.9687 -0.8693
C 7.9217 -4.9839 1.3596
C 5.1184 -7.3366 -1.6150
H 4.5248 -7.6223 0.9703
H 5.5160 -6.4733 1.7312
H 6.3586 -7.8171 0.9216
H 4.4000 -4.9197 -1.5200
H 3.5281 -5.6900 -0.1998
H 4.8054 -4.2431 1.5073
H 4.1031 -3.2919 0.2067
H 6.5832 -2.7960 0.7753
H 6.1803 -3.0463 -0.9303
H 8.7646 -3.0405 -0.3927
H 9.3235 -4.5754 -1.0078
H 8.1391 -3.6994 -1.8737
H 7.5431 -5.9496 1.6892
H 9.0056 -4.8821 1.3011
H 7.5841 -4.2855 2.1263
H 5.1008 -6.7838 -2.5538
H 4.1415 -7.7505 -1.3796
H 5.8891 -8.1083 -1.6330
H 7.9073 -7.3056 -0.1367
C 1.0237 2.7347 0.5359
C -0.0815 1.6249 0.6614
C -0.6809 1.4491 -0.7617
C -1.5781 0.2384 -0.8397
C -0.7562 -1.0096 -0.5496
C -0.0782 -0.9745 0.8475
N 0.6222 0.3467 0.9436
O 1.3090 0.4467 2.2379
C -1.0568 -1.2754 1.9544
C 1.0460 -2.0691 0.7872
C -1.1086 2.0704 1.6352
H 1.2263 3.0760 1.5441
H 0.6217 3.5707 -0.0358
H 1.9237 2.3470 0.0564
H -1.1802 2.4090 -0.8345
H 0.2031 1.4551 -1.3939
H -1.9477 0.0483 -1.8480
H -2.4657 0.4386 -0.2320
H 0.0698 -1.1744 -1.2503
H -1.3798 -1.9082 -0.6501
H -1.9104 -0.6025 1.9390
H -1.3884 -2.3186 1.8846
H -0.5572 -1.0911 2.9119
H 1.9482 -1.7598 0.2560
H 1.3017 -2.4259 1.7870
H 0.5747 -2.8939 0.2404
H -1.3177 3.1110 1.3893
H -0.7375 2.0494 2.6604
H -1.9947 1.4479 1.7509
H 0.7612 0.6379 3.0467
C 4.9941 1.5241 -2.1638
C 4.0754 0.8394 -3.1911
C 3.0400 1.8313 -3.7284
C 2.2891 1.3604 -4.9636
C 3.2497 1.0928 -6.0607
C 4.4075 0.1417 -5.6540
N 4.9153 0.5795 -4.3752
O 6.0894 -0.3025 -3.9453
C 3.8931 -1.2857 -5.6872
C 5.5520 0.4168 -6.6656
C 3.3876 -0.3218 -2.4831
H 5.6163 2.2446 -2.7041
H 5.6282 0.8993 -1.5388
H 4.4369 2.0551 -1.3802
H 2.3705 2.0682 -2.8866
H 3.4475 2.8123 -3.9640
H 1.5027 2.0267 -5.3166
H 1.7533 0.4174 -4.7683
H 3.7993 2.0026 -6.2723
H 2.8978 0.5920 -6.9580
H 4.7257 -1.8534 -5.2708
H 3.0620 -1.3365 -4.9929
H 3.7786 -1.6103 -6.7133
H 5.1699 0.2730 -7.6868
H 5.9704 1.4273 -6.5969
H 6.3505 -0.3155 -6.5313
H 2.7549 0.0215 -1.6636
H 4.0415 -1.1616 -2.2372
H 2.6361 -0.7396 -3.1622
H 6.8111 0.3380 -3.9107
C 5.9939 0.2513 1.8740
C 4.5269 -0.0099 2.0195
O 3.8231 1.2227 1.7518
O 6.5801 0.7491 3.0518
H 6.0370 0.9649 1.0429
H 6.4132 -0.7316 1.7116
H 4.2974 -0.3007 3.0560
H 4.1917 -0.7959 1.3356
H 2.8469 1.0872 1.8979
H 6.1781 1.6045 3.2257
C 2.3672 5.7041 -1.2964
C 3.1553 6.6598 -0.4539
O 2.4201 7.6207 0.2341
O 1.7065 6.4289 -2.3809
H 1.7236 5.2523 -0.5346
H 3.0481 4.9226 -1.6536
H 3.9294 7.1806 -1.0367
H 3.6980 6.0638 0.2721
H 1.9664 8.1097 -0.4654
H 1.1823 5.8391 -2.9297
C 1.1051 2.3739 5.2859
C 0.6905 3.7845 5.1298
O -0.2113 4.2287 6.1416
O 0.0051 1.4896 4.9183
H 1.3305 2.3346 6.3596
H 1.9493 2.0798 4.6559
H 0.1809 3.9516 4.1809
H 1.4766 4.5068 5.3009
H -1.0409 3.7175 6.1035
H -0.7969 1.6074 5.4842
C 4.4674 4.3692 3.2243
C 5.2212 5.6671 2.9248
O 6.0493 6.1590 4.0124
O 3.7518 4.0085 2.0548
H 3.7232 4.4999 4.0171
H 5.2304 3.6360 3.5335
H 4.4464 6.3554 2.5546
H 5.9290 5.4856 2.1190
H 5.4354 6.5743 4.6291
H 3.8584 3.0273 1.9816
C -2.6183 6.7019 -1.1209
C -3.2606 5.6644 -2.0547
O -2.4605 4.4376 -2.0083
O -2.6668 6.0748 0.1405
H -3.0148 7.7225 -1.1063
H -1.5671 6.7145 -1.4409
H -3.2032 5.9597 -3.1002
H -4.3013 5.5973 -1.7360
H -2.2177 4.2910 -1.0681
H -2.0673 6.6492 0.6589